1.
Below is an isolated ion of composition C4H9N2O and charge +1 in a non-equilibrium geometry, with properties calculated with ωB97M-V/def2-TZVPD.

HOMO energy in eV: -13.33
Structure (SMILES): C/C=C/O/[NH+]=C/N
HOMO-LUMO gap in eV: 9.564
Net charge: +1
Energy relative to the best compared isomer or geometry (same formula, charge and spin) in kcal/mol: 99.41

Last column: Mulliken charge in e.
CARTESIAN COORDINATES (ANGSTROEM)
O1 0.94066 0.18964 1.27829  -0.259
N1 -0.62383 3.23746 0.99477  -0.242
N2 0.38775 1.19503 0.67940  -0.132
C1 -0.25167 2.09530 1.41556  0.201
C2 0.44106 -1.12171 0.61974  -0.305
C3 -0.43730 -1.18831 -0.37333  0.169
C4 -0.72510 -2.55522 -0.79253  -1.109
H1 0.78287 1.54813 -0.13530  0.221
H2 -1.78198 -2.78248 -0.65894  0.286
H3 -0.52246 3.55587 0.06667  0.212
H4 -0.52433 -0.29097 -0.97105  0.333
H5 -1.07188 3.87620 1.58104  0.238
H6 0.94386 -1.97670 1.02129  0.337
H7 -0.60450 1.89579 2.44665  0.367
H8 -0.08414 -3.29050 -0.40752  0.363
H9 -0.63929 -2.59315 -1.87254  0.321

Forces on atoms 1 to 6 (eV/Å):
0.4 -5.0 -0.3
-0.1 1.1 -1.2
-2.4 3.3 1.6
-0.2 -2.3 1.4
0.2 2.0 0.7
2.7 1.0 1.3



2.
Below is C7H12F3O5Rb as an isolated structure in a non-equilibrium geometry, with properties calculated with ωB97M-V/def2-TZVPD.

HOMO energy in eV: -7.99
HOMO-LUMO gap in eV: 7.618
Net charge: 0
Energy relative to the best compared isomer or geometry (same formula, charge and spin) in kcal/mol: 0.00

Last column: Mulliken charge in e.
CARTESIAN COORDINATES (ANGSTROEM)
Rb1 8.20411 7.98709 7.76231  0.984
F1 8.00658 3.32912 5.96417  -0.261
F2 9.38620 4.72130 4.81268  -0.289
F3 9.16114 4.77342 7.06267  -0.279
O1 12.03785 4.80851 8.64259  -0.307
O2 10.72783 6.69095 8.38943  -0.529
O3 7.57382 6.88133 5.57873  -0.959
O4 11.84051 5.74832 6.67465  -0.281
O5 6.51866 5.43207 6.99572  -0.285
C1 7.23641 5.61162 5.73112  -0.217
C2 5.12711 5.77926 6.71879  -0.292
C3 11.40064 6.80330 5.74322  -0.465
C4 11.74585 4.71902 10.03626  -0.659
C5 4.33731 5.08557 7.90187  -1.114
C6 11.44236 5.86230 7.93102  0.824
C7 8.45049 4.56799 5.86007  0.889
H1 11.64599 6.54626 4.64984  0.211
H2 12.08228 5.58798 10.53172  0.318
H3 4.91975 6.88419 6.61193  0.286
H4 12.35160 3.82738 10.43602  0.216
H5 4.36872 4.01887 7.68851  0.280
H6 4.93673 5.26924 8.79583  0.280
H7 6.66668 5.19081 4.93734  0.349
H8 3.31260 5.41677 7.85373  0.369
H9 4.79420 5.44817 5.66908  0.277
H10 10.67774 4.48428 10.30496  0.261
H11 10.30698 7.02124 5.77112  0.073
H12 11.87832 7.73342 5.94830  0.323

Forces on atoms 1 to 6 (eV/Å):
0.1 -0.1 0.3
0.3 -0.4 -0.8
-1.7 -0.8 1.8
-0.5 0.0 -1.5
-1.1 1.4 -1.1
-0.8 1.1 0.8



3.
Below is C26H24Cl2IrN4O5 as an isolated structure, with properties calculated with ωB97M-V/def2-TZVPD.

HOMO energy (spin up / spin down) in eV: -12.90 / -12.90
HOMO-LUMO gap (spin up / spin down) in eV: 6.242 / 3.891
Spin multiplicity: 2
Net charge: +2
Energy relative to the best compared isomer or geometry (same formula, charge and spin) in kcal/mol: 0.00

Last column: Löwdin spin population.
CARTESIAN COORDINATES (ANGSTROEM)
Ir1 0.50344 -0.24129 0.39165  0.000
Cl1 2.16196 0.53777 -4.13982  0.000
Cl2 7.22377 -0.01132 -2.45446  0.000
O1 -1.40111 0.08860 -0.34397  0.000
O2 -1.47571 2.23673 4.62967  0.210
O3 1.46996 0.09016 -1.37579  0.000
O4 0.46560 1.75493 0.96844  0.002
O5 2.23702 -0.46293 1.37761  0.000
N1 -0.42696 -0.41495 2.09550  -0.002
N2 -0.64169 0.76290 2.75892  0.014
N3 0.29695 -2.28298 0.46847  0.001
N4 -1.33428 0.37398 -2.62598  0.000
C1 5.54394 0.00863 -2.07259  0.000
C2 -0.94636 -0.98565 -3.05810  0.000
C3 -4.05910 -0.56203 -1.77079  0.000
C4 -0.30985 3.11822 2.74152  0.101
C5 -0.63722 5.64286 4.00125  0.008
C6 -3.51155 -1.33233 -2.98564  0.000
C7 -3.37547 0.78893 -1.42873  0.000
C8 5.10550 -0.17937 -0.80133  0.000
C9 -1.14207 4.53748 4.61990  0.153
C10 -2.11147 -1.95825 -2.82274  0.000
C11 3.26996 0.25035 -2.85183  0.000
C12 -0.13679 1.79412 2.09124  0.005
C13 2.74673 0.04883 -1.54039  0.000
C14 0.60427 -4.56671 -0.12016  0.001
C15 -0.00153 -4.97130 1.05348  0.000
C16 -0.68921 -1.58398 2.54144  0.007
C17 3.37506 -0.37260 0.84297  0.000
C18 0.02532 5.50908 2.76886  0.281
C19 0.73847 -3.20885 -0.37679  0.001
C20 3.71202 -0.16822 -0.50778  0.000
C21 -0.28971 -2.67366 1.63756  0.000
C22 -0.45358 -4.00718 1.94864  0.002
C23 -0.98995 3.25031 4.00860  0.157
C24 4.61184 0.22895 -3.10615  0.000
C25 0.18210 4.24685 2.15219  0.048
C26 -1.92108 0.46316 -1.42122  0.000
H1 -3.71058 1.15566 -0.46152  0.000
H2 -3.54412 -0.70363 -3.88248  0.000
H3 -0.92369 -4.28652 2.88141  0.000
H4 -0.11457 -6.02218 1.28156  0.000
H5 -1.28137 1.39766 4.06871  0.001
H6 0.69636 4.16557 1.20420  -0.001
H7 4.96620 0.38626 -4.11624  0.000
H8 4.20165 -0.49182 1.54639  0.000
H9 0.42531 6.38639 2.27848  0.012
H10 -0.68685 -0.90931 -4.11117  0.000
H11 -0.04376 -1.27304 -2.53185  0.000
H12 -4.21515 -2.14195 -3.18037  0.000
H13 1.22298 -2.84709 -1.27351  0.000
H14 5.81373 -0.34104 0.00082  0.000
H15 -0.74225 6.61960 4.45225  -0.003
H16 -1.14820 -1.75328 3.50766  0.000
H17 -3.99330 -1.20585 -0.88952  0.000
H18 -2.03783 -2.38998 -1.81820  0.000
H19 -1.66004 4.58064 5.56855  0.004
H20 0.98077 -5.28258 -0.83638  0.000
H21 -1.89987 0.82173 -3.33402  0.000
H22 -5.11746 -0.35677 -1.93026  0.000
H23 -2.00939 -2.78968 -3.52164  0.000
H24 -3.59783 1.53196 -2.19652  0.000

Forces on atoms 1 to 6 (eV/Å):
0.1 0.1 -0.2
-0.1 0.0 0.0
0.0 0.0 0.0
0.0 -0.1 -0.1
0.0 0.1 0.0
-0.2 -0.3 0.1



4.
Below is a 2-piece molecular cluster, C12H10BF2NO8 overall, with properties calculated with ωB97M-V/def2-TZVPD.

HOMO energy in eV: -9.38
HOMO-LUMO gap in eV: 7.182
Net charge: 0

Last column: Mulliken charge in e.
CARTESIAN COORDINATES (ANGSTROEM)
F1 -4.28408 -1.45806 0.12419  -0.341
F2 -0.45768 1.57953 2.65827  -0.248
O1 0.98981 3.64132 -1.94078  -0.629
O2 4.65215 -1.18637 0.52596  -0.582
O3 4.30096 2.86824 -1.25901  -0.493
O4 4.26068 0.68956 -2.36023  -0.493
O5 5.25316 -1.33102 -2.35223  -0.571
O6 2.22480 1.81384 -1.62705  -0.433
O7 3.78350 0.80470 -0.05778  -0.498
O8 3.58173 4.99130 -1.49621  -0.569
N1 -1.76738 0.00132 -0.80361  0.051
C1 -2.11662 -0.58545 0.36333  -0.065
C2 4.40023 -0.35310 -0.29279  0.578
C3 -1.00051 1.09964 -0.83711  -0.405
C4 2.05192 3.11999 -1.72276  0.725
C5 4.71166 -0.42741 -1.78983  0.593
C6 -1.68951 -0.03605 1.55014  -0.083
C7 -2.96522 -1.83221 0.25442  0.269
C8 -2.75310 -2.86675 1.36218  -0.815
C9 3.39521 3.81128 -1.48683  0.328
C10 -4.03660 -3.20903 2.13751  -1.115
C11 -0.53093 1.66735 0.32094  -0.556
C12 -0.88490 1.09531 1.52395  0.350
B1 3.65587 1.54049 -1.32691  1.084
H1 -1.98820 -0.51029 2.46910  0.476
H2 0.10777 2.53640 0.27971  0.542
H3 -2.69837 -2.30624 -0.69221  0.338
H4 -2.40502 -3.78405 0.89750  0.350
H5 -1.98713 -2.58670 2.07880  0.378
H6 -4.79026 -3.56098 1.44334  0.316
H7 -0.73180 1.52194 -1.79532  0.524
H8 -4.40008 -2.35187 2.69392  0.302
H9 -3.78371 -4.00289 2.83079  0.386
H10 -2.09836 -0.39373 -1.67340  0.308

Forces on atoms 1 to 6 (eV/Å):
-0.3 0.3 0.1
0.1 0.3 0.2
-0.2 0.1 0.1
0.0 0.0 -0.1
-0.5 -0.1 -0.1
-0.1 0.0 0.4



no.,E (eV)
1,-9311.705
2,-26498.415
3,-71419.551
4,-36591.997